(1)
{
  "formula": "C3H9NS2",
  "method": "the ωB97M-V functional and the def2-TZVPD basis",
  "e_above_lowest_ev": 4.9902,
  "orbital_gap_ev": 4.36,
  "species": ["N", "C", "C", "S", "S", "C", "H", "H", "H", "H", "H", "H", "H", "H", "H"],
  "positions_angstrom": [[2.35862, -0.33897, 1.00142], [0.89099, -0.33993, 0.83760], [0.51078, -0.88065, -0.52167], [1.27339, 0.17375, -1.77587], [-2.21411, 0.01994, 0.94856], [-2.39025, 0.95219, -0.65813], [2.68621, 0.30154, 1.70342], [2.80415, -0.12761, 0.08409], [0.59718, -0.91232, 1.69998], [0.50090, 0.60336, 0.97001], [0.87490, -1.93035, -0.71783], [-0.58279, -0.96876, -0.56651], [-3.17646, 0.49430, -1.29300], [-2.73234, 2.01188, -0.53809], [-1.40117, 0.94164, -1.17399]],
  "atomic_forces_ev_per_a": [[0.36, -0.38, -1.77], [2.39, -1.75, 0.75], [2.38, -0.18, -0.26], [-1.86, -0.68, 0.66], [0.31, 0.78, -2.33], [-1.16, -0.10, 0.79], [-0.02, 0.23, 0.08], [-0.22, 0.06, 1.18], [-0.93, -0.65, -0.01], [-1.12, 2.38, -0.03], [-0.42, 0.82, 0.31], [-1.15, 0.19, -0.05], [0.76, -0.08, 0.31], [0.75, -0.77, 0.31], [-0.07, 0.13, 0.06]]
}

***

(2)
{
  "formula": "BrPd",
  "method": "the ωB97M-V functional and the def2-TZVPD basis",
  "e_above_lowest_ev": 1.1752,
  "s_squared": 2.014,
  "charge": 1,
  "multiplicity": 3,
  "orbital_gap_ev": [10.30, 6.13],
  "species": ["Pd", "Br"],
  "positions_angstrom": [[21.30833, -17.56999, -11.12339], [21.76419, -18.48249, -8.62865]],
  "atomic_forces_ev_per_a": [[0.42, -0.84, 2.30], [-0.42, 0.84, -2.30]]
}